C4H16NO3 | ωB97M-V/def2-TZVPD

CARTESIAN COORDINATES (ANGSTROEM)
C 2.065 1.372 0.232
C 1.299 0.184 -0.248
C 0.576 0.451 -1.556
C 0.025 -0.842 -2.184
O -1.051 -1.213 -1.286
N 0.181 -0.088 0.798
H 1.502 2.317 0.348
H 2.829 1.640 -0.499
H 2.607 1.206 1.174
H 1.877 -0.741 -0.334
H -0.198 1.213 -1.513
H 1.280 0.875 -2.281
H -0.408 -0.664 -3.162
H 0.781 -1.631 -2.247
H -1.035 -2.170 -1.203
H -0.651 -0.366 0.230
H 0.353 -0.768 1.533
H 0.091 0.750 1.392
H -0.096 0.451 3.773
H 1.132 1.509 3.471
O 0.555 0.806 3.158
H -3.640 -1.152 0.694
H -3.237 -0.752 -0.703
O -3.004 -0.624 0.219

Summary:
Net charge ... +1

Atom charges from the natural (NBO) analysis, given in e for atoms 1 to 2: number 1, C, carries -0.652; number 2, C, carries -0.032

C4H6N2 | ωB97M-V/def2-TZVPD

CARTESIAN COORDINATES (ANGSTROEM)
N -0.249 -0.158 0.696
C -1.436 0.184 0.746
C -2.652 0.644 0.664
N 0.320 0.593 -0.403
C 1.748 0.439 -0.598
C 0.787 -0.293 -1.458
H -3.351 0.201 -0.034
H -2.926 1.536 1.215
H 2.320 -0.140 0.121
H 2.211 1.357 -0.949
H 0.526 0.035 -2.459
H 0.693 -1.361 -1.270

Summary:
Net charge ... 0
Structure (SMILES) ... C=C=NN1CC1

Atom charges from the natural (NBO) analysis, given in e for atoms 1 to 2: number 1, N, carries -0.324; number 2, C, carries 0.397

C7H15ClS | ωB97M-V/def2-TZVPD

CARTESIAN COORDINATES (ANGSTROEM)
C -2.431 -1.345 1.406
C 1.213 -0.788 0.124
C 1.617 1.669 0.093
C 0.385 0.588 -1.791
C -0.651 0.800 0.521
C -2.103 -0.714 0.089
C 0.614 0.564 -0.279
S -1.493 2.337 0.377
Cl -3.438 0.118 -0.649
H -2.783 -0.596 2.113
H -1.547 -1.835 1.809
H -3.217 -2.095 1.288
H 0.547 -1.607 -0.126
H 1.408 -0.818 1.194
H 2.154 -0.942 -0.400
H 1.756 1.712 1.171
H 2.580 1.469 -0.371
H 1.263 2.639 -0.247
H -0.247 -0.242 -2.107
H 1.343 0.503 -2.304
H -0.086 1.520 -2.106
H -0.519 0.605 1.580
H -1.619 -1.358 -0.634
H -1.520 2.391 -0.952

Summary:
Net charge ... 0

Atom charges from the natural (NBO) analysis, given in e for atoms 1 to 2: number 1, C, carries -0.661; number 2, C, carries -0.596

C30H75BF4N5O10 | ωB97M-V/def2-TZVPD

CARTESIAN COORDINATES (ANGSTROEM)
B -1.331 -0.359 -0.182
F -1.806 0.134 1.071
F -0.029 -0.572 -0.031
F -2.059 -1.484 -0.375
F -1.661 0.577 -1.123
C -6.700 -6.682 -3.320
O -6.541 -5.631 -2.632
C -6.642 -4.418 -3.337
C -6.483 -3.290 -2.332
N -6.553 -2.050 -3.093
C -6.684 -0.832 -2.244
C -5.422 -0.613 -1.562
O -5.536 0.702 -0.969
C -4.309 1.051 -0.255
H -5.709 -6.788 -4.069
H -7.535 -6.770 -3.787
H -6.708 -7.467 -2.723
H -7.533 -4.670 -3.723
H -6.068 -4.345 -4.247
H -5.634 -3.198 -1.909
H -7.199 -3.351 -1.593
H -7.336 -1.984 -3.729
H -7.502 -1.072 -1.607
H -7.128 -0.223 -2.985
H -4.537 -0.602 -2.352
H -5.312 -1.321 -0.857
H -4.296 2.241 0.112
H -3.437 0.798 -0.783
H -4.243 0.480 0.673
C -0.453 2.897 0.032
O -0.690 4.112 0.138
C -1.298 4.678 1.262
C -1.107 6.118 1.103
N -1.601 6.864 2.329
C -1.370 8.232 2.304
C -1.932 8.926 3.616
O -1.816 10.342 3.458
C -2.979 11.144 3.688
H 0.198 2.501 0.901
H -0.062 2.694 -0.977
H -1.365 2.416 0.390
H -1.021 4.449 2.179
H -2.279 4.172 1.208
H -1.510 6.594 0.278
H -0.074 6.476 0.983
H -1.483 6.277 3.188
H -1.724 8.698 1.358
H -0.319 8.444 2.353
H -1.482 8.656 4.514
H -3.203 8.825 3.641
H -3.436 11.044 2.722
H -2.853 12.187 3.910
H -3.451 10.689 4.636
C 1.087 1.349 -3.143
O 1.898 1.191 -4.121
C 2.924 0.359 -3.782
C 3.953 0.161 -4.990
N 4.933 -0.846 -4.609
C 5.861 -0.910 -5.676
C 7.195 -1.524 -5.229
O 7.954 -1.639 -6.474
C 9.363 -1.716 -6.170
H 0.602 2.313 -3.532
H 1.461 1.642 -2.106
H 0.441 0.567 -2.751
H 2.533 -0.562 -3.581
H 3.619 0.615 -2.969
H 4.359 1.150 -5.053
H 3.432 0.013 -5.922
H 4.525 -1.873 -4.633
H 5.914 -0.222 -6.422
H 5.612 -1.646 -6.625
H 7.163 -2.549 -5.102
H 7.706 -0.857 -4.389
H 9.576 -2.678 -5.568
H 9.615 -0.980 -5.622
H 9.772 -1.743 -7.095
C 0.603 -0.520 2.889
O 1.032 -0.219 3.986
C 2.476 -0.287 4.099
C 3.196 0.182 5.429
N 4.594 0.159 5.315
C 5.070 0.629 6.578
C 6.538 0.350 6.713
O 7.164 0.702 7.943
C 8.389 0.175 8.038
H 0.638 -1.468 2.519
H 0.686 0.471 2.260
H -0.246 -0.520 2.829
H 3.052 0.177 3.347
H 2.693 -1.343 4.025
H 2.789 -0.068 6.334
H 2.817 1.091 5.652
H 4.669 0.832 4.383
H 4.504 0.307 7.383
H 4.789 1.851 6.490
H 7.071 1.045 5.864
H 6.762 -0.593 6.393
H 8.750 0.115 9.141
H 9.127 0.578 7.404
H 8.335 -0.869 7.775
C -5.596 -4.870 1.361
O -4.398 -5.093 1.154
C -3.834 -4.577 -0.049
C -2.353 -4.738 -0.090
N -1.694 -3.991 -1.129
C -0.320 -4.311 -1.013
C 0.355 -3.773 -2.193
O 1.808 -3.783 -2.157
C 2.372 -2.827 -1.253
H -5.725 -3.819 1.489
H -6.135 -5.419 2.336
H -6.119 -4.903 0.476
H -4.117 -3.604 -0.132
H -4.438 -5.104 -0.954
H -2.082 -5.685 -0.318
H -1.884 -4.610 0.837
H -1.843 -2.959 -0.863
H -0.186 -5.367 -1.226
H 0.142 -4.053 -0.112
H 0.163 -2.773 -2.503
H 0.250 -4.377 -3.124
H 1.896 -1.991 -1.150
H 3.375 -2.351 -1.609
H 2.613 -3.113 -0.253

Summary:
Net charge ... -1

Atom charges from the Mulliken analysis, given in e for atoms 1 to 2: number 1, B, carries 0.354; number 2, F, carries -0.379

C5H14O5 | ωB97M-V/def2-TZVPD

CARTESIAN COORDINATES (ANGSTROEM)
C 0.421 1.299 -0.152
C -0.622 1.277 -1.310
C -1.530 0.057 -1.219
O -0.151 0.986 1.055
O 0.931 2.609 -0.132
O 1.445 0.383 -0.397
O -1.406 2.422 -1.299
O 0.172 1.231 -2.489
H 1.682 0.445 -1.333
H 0.348 0.174 1.509
H 1.461 2.715 0.668
H -0.839 3.161 -1.033
H -0.402 1.457 -3.231
H -2.229 0.074 -2.052
H -0.930 -0.848 -1.256
H -2.084 0.098 -0.287
C 0.746 -2.572 1.018
C 0.212 -1.803 2.219
H -0.075 -2.981 0.433
H 1.391 -3.389 1.338
H 1.326 -1.914 0.376
H -0.398 -2.455 2.847
H 1.026 -1.438 2.848
H -0.493 -0.989 1.880

Summary:
Net charge ... 0
Structure (SMILES) ... CC(O)(O)C(O)(O)O.CC

Atom charges from the natural (NBO) analysis, given in e for atoms 1 to 2: number 1, C, carries 0.703; number 2, C, carries 0.456

C5H14N2O2 | ωB97M-V/def2-TZVPD

CARTESIAN COORDINATES (ANGSTROEM)
C -0.967 0.787 -1.664
C -2.368 0.910 -1.096
C -0.116 -0.818 1.125
N -0.798 0.145 1.802
O -0.966 -0.176 -2.714
O -0.677 -1.868 0.842
H -1.085 -1.043 -2.287
H -0.670 1.750 -2.094
H -0.332 0.876 2.314
H -1.710 -0.171 2.105
H -3.083 1.214 -1.868
H -2.403 1.644 -0.285
H -2.718 -0.059 -0.722
C 1.893 0.728 1.064
C 1.999 -1.546 0.158
N 1.150 -0.446 0.610
H -0.103 0.485 -0.910
H 2.616 1.000 0.289
H 2.437 0.505 1.985
H 1.216 1.566 1.238
H 2.533 -1.232 -0.742
H 1.431 -2.445 -0.088
H 2.720 -1.806 0.938

Summary:
Net charge ... 0
Structure (SMILES) ... CN(C)C(N)=O.CCO

Atom charges from the natural (NBO) analysis, given in e for atoms 1 to 2: number 1, C, carries -0.078; number 2, C, carries -0.638

These records have Kohn-Sham gap values of 11.751; 10.361; 9.062; 8.572; 11.135; 9.865 eV, in the order they appear.
These records have relative energy (zero: lowest compared OMol25 entry of this formula, charge and spin) values of 0.599; 3.933; 0.000; 4.106; 0.520; 0.996 eV, in the order they appear.